18
Properties=species:S:1:pos:R:3:forces:R:3:mulliken_charge:R:1 method="wB97M-V/def2-TZVPD" de_lowest_ev=2.206 energy_ev=-32577.4323 homo_lumo_gap_ev=9.81 homo_energy_ev=-9.239
C 0.295075 -2.977027 0.031339 1.1 0.9 -0.9 0.4751
C 0.817337 -2.397688 -1.345222 -3.9 -0.8 1.6 -0.7714
C 0.898499 -1.040551 -0.630243 0.2 -1.3 -0.5 0.0478
C -0.029003 1.313307 -0.317631 -0.6 1.3 0.2 0.1820
C 0.852971 2.398301 -0.208421 -0.1 -1.9 0.7 -0.4571
C 0.525633 3.159138 0.983820 3.3 2.5 -3.2 -0.2442
C -0.589208 2.771457 1.553840 -2.4 3.6 4.0 -0.1978
H 1.746117 -2.722098 -1.527583 3.1 -1.8 -1.6 0.3516
H -0.071457 -2.679685 -1.996613 1.6 1.0 -0.1 0.2632
H 1.873727 -0.529322 -0.550028 -0.5 -0.4 -0.3 0.3154
H -0.372390 -1.297199 1.336910 4.1 -1.6 -2.4 0.3108
H 1.802934 2.552835 -0.782299 -1.3 -0.2 0.3 0.3562
H 1.056408 4.176671 1.088668 -1.1 -1.8 0.4 0.2718
H -1.111629 3.581539 2.247969 0.9 -2.5 -1.1 0.2558
N 0.605502 -1.744541 0.636170 -5.2 1.9 3.5 -0.3588
O -0.192779 -4.003251 0.400370 0.1 0.6 0.1 -0.5493
S -0.259824 -0.007061 -1.485086 0.4 1.2 1.2 -0.0974
S -1.255665 1.369150 0.992706 0.3 -0.8 -1.8 -0.1536